1.
{
  "formula": "C19H49GaNO9",
  "method": "ωB97M-V/def2-TZVPD",
  "orbital_gap_ev": 6.6,
  "total_charge": -1,
  "homo_ev": -4.46,
  "e_tot_ev": -92788.832,
  "lumo_ev": 2.178,
  "species": ["C", "C", "O", "Ga", "O", "C", "C", "N", "C", "C", "C", "O", "H", "H", "H", "H", "H", "H", "H", "H", "H", "H", "H", "H", "H", "H", "H", "H", "H", "H", "H", "C", "O", "C", "C", "O", "C", "H", "H", "H", "H", "H", "H", "H", "H", "H", "H", "C", "O", "C", "C", "O", "C", "H", "H", "H", "H", "H", "H", "H", "H", "H", "H", "C", "O", "C", "C", "O", "C", "H", "H", "H", "H", "H", "H", "H", "H", "H", "H"],
  "coordinates": [[5.00845, 6.72418, -0.04216], [3.92991, 5.64516, -0.39735], [3.53957, 4.89121, 0.70464], [3.86140, 3.04060, 0.51347], [4.29953, 2.41512, 2.27140], [5.46348, 2.56147, -0.67253], [5.20135, 2.58567, -2.20793], [6.29817, 3.38487, -2.83792], [2.21688, 1.93378, -0.06708], [0.93912, 2.74655, -0.41716], [1.15625, 3.86594, -1.45577], [0.12011, 3.75808, -2.45984], [4.50337, 7.70140, -0.07090], [5.37790, 6.56204, 0.97248], [5.80623, 6.74828, -0.79395], [4.31439, 5.06030, -1.25160], [3.03385, 6.17753, -0.76958], [4.57751, 1.51631, 2.16231], [6.37151, 3.14255, -0.44987], [5.72733, 1.51761, -0.42151], [5.20846, 1.59091, -2.66570], [4.26617, 3.11582, -2.46390], [6.13683, 3.47771, -3.83351], [6.28041, 4.30750, -2.42914], [1.93400, 1.28523, 0.78125], [2.50533, 1.23973, -0.87557], [0.20744, 2.04559, -0.85974], [0.44940, 3.17851, 0.46241], [1.05566, 4.84038, -0.95763], [2.15964, 3.82743, -1.89724], [0.03527, 4.64355, -2.78648], [-1.41663, -0.47669, 5.32846], [-1.21959, -1.78119, 4.80831], [-1.41377, -1.84692, 3.40209], [-0.09285, -1.79639, 2.64927], [0.55802, -0.55414, 2.82747], [1.58605, -0.56598, 3.80576], [-0.96077, -0.43721, 6.31718], [-0.95508, 0.28712, 4.70011], [-2.48838, -0.27010, 5.42450], [-2.07973, -1.04649, 3.06857], [-1.90283, -2.80348, 3.19153], [-0.29436, -1.89746, 1.57797], [0.55202, -2.62833, 2.94943], [2.49133, -1.00835, 3.37853], [1.30462, -1.11657, 4.70672], [1.79589, 0.46785, 4.07588], [-2.39035, -0.04298, 0.02297], [-2.75583, -0.96648, -0.99296], [-4.15614, -0.99502, -1.22273], [-4.53656, -0.15264, -2.42911], [-4.26255, 1.22261, -2.21770], [-3.03291, 1.64108, -2.79942], [-1.32352, 0.15868, -0.06748], [-2.93180, 0.90003, -0.06756], [-2.58483, -0.48121, 1.00685], [-4.70072, -0.66673, -0.33216], [-4.42920, -2.03567, -1.42019], [-5.61475, -0.24627, -2.59347], [-4.02722, -0.51581, -3.32720], [-3.16294, 1.79298, -3.87634], [-2.23187, 0.92026, -2.62928], [-2.74794, 2.58741, -2.34254], [-3.06771, -4.42228, -1.03152], [-4.22469, -5.24833, -1.07414], [-4.07404, -6.36892, -1.93135], [-3.72091, -7.62667, -1.15451], [-2.45214, -7.52213, -0.52820], [-2.53962, -7.16708, 0.84250], [-3.13672, -3.78547, -0.15073], [-2.14835, -5.00729, -0.96785], [-3.03302, -3.78739, -1.92155], [-3.32393, -6.16688, -2.70157], [-5.03648, -6.52327, -2.42836], [-3.66637, -8.46514, -1.85545], [-4.49813, -7.85458, -0.41864], [-2.80485, -8.04613, 1.43964], [-3.27205, -6.37636, 1.01541], [-1.56068, -6.80903, 1.15893]],
  "atomic_forces_ev_per_a": [[-0.97, 0.07, -0.36], [0.02, 0.68, 0.24], [0.29, -0.47, -0.37], [0.12, -0.92, 0.57], [-0.33, 0.99, -0.27], [-0.37, -0.46, -0.45], [0.74, 1.35, 0.29], [0.06, -0.77, -0.14], [-0.31, 0.58, 0.61], [0.36, -0.63, -0.79], [-0.46, -0.27, 0.75], [0.42, -0.23, 0.30], [0.34, -0.06, 0.15], [0.14, -0.12, -0.23], [0.07, -0.04, 0.32], [-0.07, -0.16, 0.16], [0.22, 0.00, -0.19], [0.24, -0.73, -0.01], [-0.26, -0.04, -0.11], [-0.08, 0.33, 0.19], [-0.13, 0.14, 0.12], [-0.14, -0.63, 0.19], [-0.06, 0.17, -0.05], [0.01, 0.20, 0.00], [0.30, 0.15, -0.13], [-0.21, 0.36, -0.05], [0.00, 0.35, 0.02], [0.29, -0.15, 0.05], [0.16, -0.12, -0.11], [-0.19, -0.18, -0.11], [-0.27, 0.57, -0.56], [-0.04, -0.06, 0.05], [0.01, 0.18, -0.07], [0.24, -0.37, 0.13], [-0.15, 0.33, -0.15], [-0.15, -0.08, 0.24], [0.13, 0.08, -0.15], [-0.02, -0.06, 0.00], [0.01, -0.02, -0.02], [0.00, 0.09, 0.00], [0.05, 0.06, 0.00], [-0.03, 0.00, -0.05], [-0.03, -0.07, -0.01], [-0.01, -0.01, 0.09], [0.06, 0.01, 0.09], [-0.11, -0.05, -0.04], [0.05, 0.00, -0.12], [0.21, -0.05, 0.04], [-0.21, 0.12, 0.06], [0.27, -0.16, -0.31], [-0.22, 0.22, 0.28], [0.13, -0.19, -0.05], [-0.04, 0.15, -0.01], [-0.01, -0.05, 0.00], [-0.01, -0.02, -0.03], [-0.04, 0.08, 0.04], [-0.02, 0.07, -0.02], [-0.10, 0.00, 0.00], [-0.02, -0.04, -0.02], [0.07, -0.03, 0.03], [0.07, -0.03, -0.02], [-0.02, 0.00, 0.02], [-0.02, -0.03, -0.01], [-0.06, 0.08, -0.04], [0.20, -0.12, 0.02], [-0.28, 0.04, 0.26], [0.26, 0.01, -0.26], [-0.16, 0.13, 0.09], [0.10, -0.08, 0.00], [-0.07, 0.03, -0.05], [-0.02, -0.04, -0.01], [0.13, 0.03, 0.02], [0.06, -0.04, 0.02], [0.01, -0.04, -0.05], [-0.03, -0.02, -0.01], [-0.03, 0.07, 0.02], [-0.04, 0.04, 0.07], [-0.02, -0.01, -0.04], [0.02, -0.06, -0.04]],
  "mulliken_charge": [-1.26, 0.49, -0.51, 0.02, -0.77, -0.96, 0.01, -0.80, -0.31, 0.03, -0.14, -0.51, 0.32, 0.29, 0.30, -0.11, 0.14, 0.22, 0.56, 0.28, 0.36, 0.04, 0.22, 0.25, -0.16, 0.42, -0.20, 0.28, 0.15, 0.07, 0.31, -0.69, -0.44, -0.55, -0.59, -0.20, -0.91, 0.26, 0.27, 0.32, 0.38, 0.28, 0.41, 0.40, 0.29, 0.45, 0.26, -0.36, -0.37, -0.28, -0.69, -0.41, -0.66, 0.21, 0.46, -0.04, 0.31, 0.29, 0.41, 0.32, 0.38, 0.27, 0.21, -0.80, -0.38, -0.51, -0.50, -0.38, -0.73, 0.24, 0.44, 0.33, 0.34, 0.38, 0.37, 0.32, 0.33, 0.31, 0.25]
}


2.
{
  "formula": "C4H7IN",
  "method": "ωB97M-V/def2-TZVPD",
  "orbital_gap_ev": 9.8,
  "smiles": "C=C1C[N@@H+]1CI",
  "total_charge": 1,
  "homo_ev": -13.71,
  "e_tot_ev": -13842.110,
  "lumo_ev": -3.917,
  "relative_energy_kj_mol": 303.6,
  "species": ["C", "C", "C", "N", "C", "I", "H", "H", "H", "H", "H", "H", "H"],
  "coordinates": [[0.48365, -1.06129, 1.67072], [0.50979, -0.76125, 0.42118], [1.11849, -0.20836, -0.81180], [-0.32581, -0.14752, -0.67006], [-1.03811, 1.03579, -0.28839], [-1.51790, 2.45446, -1.85507], [-0.41502, -1.29569, 2.26600], [1.50196, -1.25945, 2.09349], [1.70628, 0.80265, -0.82413], [1.41457, -0.90852, -1.52081], [-1.06969, -0.80109, -1.12162], [-2.05131, 0.67435, 0.11437], [-0.31688, 1.47593, 0.52611]],
  "atomic_forces_ev_per_a": [[0.60, -1.31, 1.71], [0.62, 1.93, -2.94], [1.40, 1.68, 1.65], [-3.50, -2.64, -0.01], [-0.38, 1.72, 2.33], [0.44, -0.66, 0.50], [0.58, 0.42, -0.38], [-1.17, 0.15, -0.10], [-1.43, -1.91, 0.06], [0.68, -1.01, -1.28], [2.47, 0.90, 0.14], [1.69, 0.86, -0.24], [-2.00, -0.12, -1.44]],
  "mulliken_charge": [-0.59, 0.16, -0.15, -0.05, -0.89, 0.20, 0.29, 0.24, 0.23, 0.29, 0.44, 0.41, 0.41]
}